# 1
ORCA calculation (wB97M-V/def2-TZVPD) on a molecular structure, C43H53BrF5N10O4RbS2Te.

**Relative energy (zero: lowest compared OMol25 entry of this formula, charge and spin)**: 77.48 kcal/mol
**Kohn-Sham gap**: 5.644 eV
**Total charge**: -2
**HOMO energy**: -0.088 Eh

Each line ends with the Mulliken charge.
Geometry (Å):
Te1 -1.686 -3.681 1.902  2.12
Rb1 0.060 -0.372 1.209  1.02
Br1 6.350 5.531 0.098  -0.32
S1 -3.806 -4.579 -0.706  -0.32
S2 4.151 -1.702 1.704  -0.15
F1 -1.484 -3.674 3.791  -0.48
F2 0.222 -3.569 2.127  -0.53
F3 -1.073 -4.005 0.139  -0.47
F4 -3.469 -4.018 2.455  -0.38
F5 -1.568 -5.541 1.987  -0.42
O1 -2.427 0.612 -3.552  -0.81
O2 -0.699 0.207 -2.163  0.10
O3 1.350 2.292 0.970  -0.70
O4 -1.966 -1.947 1.667  -1.22
N1 1.857 -2.514 -0.501  0.94
N2 -2.051 0.860 3.714  -0.08
N3 -4.101 -3.384 -3.101  0.13
N4 1.858 2.495 3.656  0.01
N5 -4.703 -2.130 -1.256  0.30
N6 2.861 0.040 -0.625  1.17
N7 -4.238 0.588 3.819  -0.02
N8 1.636 -0.153 4.198  -0.06
N9 -2.565 1.031 0.664  0.83
N10 -4.373 2.153 1.241  -0.03
C1 -2.395 0.407 4.962  0.11
C2 1.703 -1.828 -1.768  -0.10
C3 1.036 2.585 7.266  -0.56
C4 1.194 1.155 -6.116  -1.22
C5 -4.256 -3.309 -1.694  0.10
C6 -3.743 0.223 5.049  -0.98
C7 -0.233 1.271 -4.186  0.83
C8 -1.217 0.627 -3.220  -0.65
C9 -4.227 2.312 -0.122  -1.09
C10 0.786 -1.913 5.597  -0.81
C11 0.611 -1.057 6.642  -0.81
C12 -3.330 1.377 1.662  -0.20
C13 1.635 2.455 -5.902  0.88
C14 4.198 0.353 -0.202  -0.53
C15 3.018 -3.356 -0.348  -1.08
C16 1.633 2.115 4.961  -0.16
C17 2.677 -0.638 -1.890  -1.17
C18 -4.792 -1.859 0.173  -0.59
C19 0.925 0.312 6.481  0.98
C20 4.408 4.127 1.662  -0.55
C21 3.232 3.408 1.902  0.85
C22 1.336 -1.411 4.397  0.01
C23 -0.186 -0.865 -5.497  -1.22
C24 -4.187 -4.725 -3.656  -1.02
C25 2.660 3.090 -6.808  -1.51
C26 -5.091 -1.032 -2.136  -1.01
C27 3.914 4.222 -0.689  -0.60
C28 1.467 3.013 5.993  -0.33
C29 2.955 3.005 3.265  -0.56
C30 -3.171 0.953 3.047  -0.13
C31 3.617 -3.314 1.055  -0.36
C32 0.200 2.576 -3.946  0.89
C33 1.124 3.152 -4.811  -1.19
C34 0.266 0.554 -5.269  1.32
C35 1.394 0.721 5.211  0.23
C36 0.756 1.272 7.512  -1.00
C37 -2.846 -2.731 -3.519  -0.81
C38 4.746 4.532 0.394  -0.21
C39 2.357 3.018 0.805  -0.48
C40 -3.108 1.606 -0.457  0.47
C41 2.767 3.498 -0.495  -0.07
C42 4.965 -0.876 0.305  -0.86
C43 -0.334 3.336 -2.759  -1.59
H1 0.179 -1.250 -6.451  0.34
H2 -5.072 -1.355 -3.169  0.36
H3 -4.217 -4.631 -4.744  0.28
H4 0.181 -1.517 -4.699  0.18
H5 -1.981 -3.269 -3.109  0.37
H6 1.627 4.066 5.796  0.49
H7 1.583 0.592 -6.961  0.25
H8 3.644 3.120 -6.333  0.26
H9 4.440 -4.033 1.112  0.49
H10 -5.172 0.436 3.483  0.24
H11 -4.407 -0.191 -2.022  0.23
H12 -1.275 -0.924 -5.480  0.21
H13 2.239 0.826 -0.489  -0.52
H14 5.120 -1.603 -0.494  0.38
H15 -0.146 2.790 -1.832  0.15
H16 1.550 -2.087 3.574  0.32
H17 0.685 -1.447 -1.833  -0.24
H18 4.186 4.546 -1.687  0.44
H19 1.858 -2.492 -2.638  0.17
H20 0.211 -1.402 7.590  0.32
H21 3.780 3.159 3.981  0.20
H22 -2.800 -1.690 -3.198  -0.16
H23 -2.686 1.435 -1.436  -0.42
H24 2.852 -3.633 1.767  0.00
H25 4.129 1.073 0.614  0.08
H26 -1.648 0.236 5.719  0.17
H27 2.759 2.532 -7.741  0.37
H28 2.809 -4.413 -0.572  0.41
H29 -5.098 -5.214 -3.315  0.39
H30 0.123 4.323 -2.682  0.36
H31 -4.377 -0.144 5.837  0.42
H32 5.957 -0.561 0.636  0.58
H33 -4.912 2.897 -0.710  0.45
H34 2.296 0.032 -2.671  0.26
H35 -6.104 -0.714 -1.872  0.42
H36 0.399 0.946 8.483  0.36
H37 -5.025 2.629 1.837  0.22
H38 -3.336 -5.355 -3.373  0.39
H39 2.389 4.119 -7.057  0.37
H40 -2.797 -2.749 -4.609  0.52
H41 5.056 4.370 2.499  0.40
H42 -3.803 -1.760 0.619  -0.16
H43 1.460 4.169 -4.621  0.31
H44 -5.338 -0.923 0.300  0.34
H45 0.905 3.322 8.051  0.35
H46 4.813 0.825 -0.990  0.17
H47 2.136 3.243 -1.339  0.51
H48 -1.418 3.458 -2.840  0.46
H49 -5.314 -2.675 0.675  0.38
H50 0.516 -2.959 5.655  0.42
H51 1.024 -3.018 -0.232  -0.17
H52 3.653 -0.999 -2.236  0.59
H53 3.771 -3.045 -1.077  0.38

=====

# 2
ORCA calculation (wB97M-V/def2-TZVPD) on a molecular structure, C43H53F5N8O3STi.

**Relative energy (zero: lowest compared OMol25 entry of this formula, charge and spin)**: 66.32 kcal/mol
**Kohn-Sham gap (alpha / beta)**: 4.510 / 4.581 eV
**Total charge**: -1
**<S²>**: 0.778
**2S+1**: 2
**HOMO energy (alpha / beta)**: -0.090 / -0.093 Eh

Each line ends with the Mulliken charge.
Geometry (Å):
Ti1 0.112 0.824 0.947  -0.88
S1 2.675 1.396 -1.543  1.31
F1 1.626 2.071 3.189  -0.35
F2 1.279 -0.447 4.477  -0.16
F3 -0.617 2.416 3.581  -0.39
F4 0.638 1.269 5.554  -0.37
F5 -0.830 0.015 4.604  -0.17
O1 2.429 2.524 -2.371  -0.69
O2 3.935 1.303 -0.854  -0.73
O3 -3.326 4.843 -3.787  -0.43
N1 1.456 -1.058 1.314  1.46
N2 1.519 -2.591 -5.698  -0.54
N3 0.024 2.811 0.879  0.93
N4 -1.476 1.015 -0.602  1.05
N5 -2.477 2.605 -2.275  0.47
N6 1.924 3.744 -0.080  -0.57
N7 -1.403 -0.553 1.453  1.94
N8 1.408 1.449 -0.354  0.68
C1 -0.418 4.012 1.400  -0.29
C2 0.367 0.538 4.385  0.28
C3 -3.451 1.517 2.277  2.67
C4 3.380 -0.787 -3.121  -0.15
C5 4.780 1.138 2.571  -1.69
C6 0.698 -1.161 -3.963  -0.63
C7 3.874 -0.986 1.461  0.71
C8 4.266 -2.941 -0.473  -0.61
C9 1.105 2.703 0.126  0.34
C10 -3.827 1.270 3.783  -1.61
C11 -3.986 4.411 -2.613  -0.77
C12 -3.800 0.264 1.530  0.62
C13 -4.251 2.741 1.803  -1.75
C14 -2.251 -2.537 -0.640  2.00
C15 -1.968 -3.982 -0.167  -1.33
C16 5.290 -2.114 -0.094  -1.33
C17 -3.234 -1.776 0.287  -0.14
C18 0.327 1.465 3.150  0.77
C19 4.609 -1.109 3.845  -1.69
C20 1.045 -0.200 -3.023  -0.22
C21 -1.887 4.580 -3.668  -0.76
C22 -3.900 2.914 -2.372  -0.44
C23 -2.829 -0.684 1.111  -1.20
C24 -5.126 -0.025 1.326  -0.32
C25 -1.671 3.100 -3.523  -0.13
C26 1.775 -1.822 -4.614  1.14
C27 3.108 -1.585 -4.206  -1.15
C28 1.620 -4.659 0.796  -1.48
C29 -4.598 -2.118 0.197  -0.06
C30 2.336 -0.079 -2.529  0.14
C31 -0.766 -1.623 2.031  -1.55
C32 0.426 5.103 1.373  -0.90
C33 0.619 -1.733 2.123  -0.15
C34 -5.571 -1.226 0.748  -1.45
C35 1.814 -3.605 -0.371  2.09
C36 -1.987 1.808 -1.320  -0.79
C37 1.618 4.840 0.612  -0.53
C38 2.040 -4.374 -1.655  -1.95
C39 5.157 -1.202 0.951  -0.36
C40 2.712 -1.565 0.910  -1.01
C41 3.918 -0.204 2.780  1.72
C42 -2.711 -2.437 -2.116  -1.02
C43 2.934 -2.664 0.003  0.73
H1 -1.337 4.954 -4.528  0.41
H2 -4.181 2.897 0.754  0.10
H3 -4.898 0.949 3.865  0.35
H4 -1.326 -1.917 -0.528  -1.29
H5 -0.324 -1.323 -4.317  0.23
H6 2.609 -5.126 0.801  0.45
H7 0.874 -5.399 0.565  0.45
H8 -2.656 -1.395 -2.484  0.13
H9 1.522 -4.107 1.729  0.17
H10 1.156 -4.966 -1.941  0.36
H11 -1.502 5.057 -2.772  0.34
H12 0.196 6.109 1.825  0.35
H13 -4.318 2.424 -3.260  0.35
H14 -2.917 -4.553 -0.400  0.42
H15 -2.010 2.540 -4.365  0.36
H16 -3.691 2.158 4.430  0.42
H17 -3.239 0.459 4.238  0.34
H18 0.953 -2.484 2.861  0.39
H19 -5.870 0.744 1.549  0.24
H20 -5.310 2.632 2.134  0.48
H21 4.499 1.649 1.641  0.28
H22 0.521 -2.722 -5.978  0.21
H23 6.265 -2.192 -0.589  0.29
H24 5.738 -1.226 3.636  0.30
H25 -0.580 2.910 -3.367  0.09
H26 0.880 -3.024 -0.443  -0.94
H27 4.339 -3.714 -1.241  0.30
H28 3.869 -1.997 -4.823  0.34
H29 -2.401 1.716 2.034  -1.30
H30 -3.772 -2.787 -2.260  0.23
H31 -4.927 -2.931 -0.449  0.38
H32 -1.329 -2.468 2.461  0.30
H33 -1.360 3.950 1.916  0.25
H34 -3.660 5.056 -1.758  0.28
H35 2.292 -3.746 -2.533  0.27
H36 2.921 0.045 3.151  -1.17
H37 -2.055 -3.068 -2.792  0.31
H38 4.127 -2.090 3.780  0.39
H39 0.294 0.605 -2.734  -0.38
H40 -1.177 -4.452 -0.797  0.17
H41 -5.012 4.695 -2.749  0.46
H42 -6.594 -1.610 0.847  0.32
H43 2.307 5.671 0.350  0.43
H44 -1.710 -4.075 0.856  0.25
H45 5.827 0.910 2.565  0.55
H46 6.061 -0.662 1.250  0.23
H47 2.781 -5.158 -1.574  0.46
H48 -4.468 2.732 -1.493  0.26
H49 2.320 -2.616 -6.343  0.21
H50 4.533 -0.673 4.836  0.48
H51 4.611 1.750 3.494  0.39
H52 4.405 -0.591 -2.863  0.51
H53 -3.760 3.623 2.267  0.50

=====

# 3
ORCA calculation (wB97M-V/def2-TZVPD) on a molecular structure, C43H54As4BrN3O11S2V.

**Relative energy (zero: lowest compared OMol25 entry of this formula, charge and spin)**: 0.00 kcal/mol
**Kohn-Sham gap (alpha / beta)**: 6.063 / 6.083 eV
**Total charge**: -2
**<S²>**: 0.763
**2S+1**: 2
**HOMO energy (alpha / beta)**: -0.084 / -0.085 Eh

Each line ends with the Mulliken charge.
Geometry (Å):
Br1 -5.143 -4.078 4.768  -0.28
As1 1.449 0.489 -1.929  1.53
As2 5.830 -0.200 -3.560  0.36
As3 2.859 -2.006 0.453  1.03
As4 0.807 2.229 2.253  -0.46
V1 -0.472 0.263 0.502  0.70
S1 0.394 4.373 -0.046  0.08
S2 0.152 -4.683 2.899  1.46
O1 -0.089 1.125 3.289  -0.33
O2 0.576 -5.309 4.128  -0.82
O3 1.027 -4.742 1.751  -0.63
O4 -3.895 0.543 1.300  -0.73
O5 1.593 3.886 0.765  -0.57
O6 1.786 -0.203 3.306  -1.19
O7 1.175 1.288 0.903  1.05
O8 -0.081 -0.817 2.032  1.66
O9 -0.196 3.284 -0.873  -0.38
O10 -1.569 1.294 0.793  -0.63
O11 2.227 2.461 3.215  -0.85
N1 -0.343 -3.191 3.245  0.89
N2 -1.795 -1.341 -0.173  -0.32
N3 -2.077 -0.247 -2.699  -0.25
C1 -4.676 -1.333 4.188  -0.59
C2 -0.520 -3.494 -3.587  -0.95
C3 4.368 0.378 -0.830  3.89
C4 4.933 -0.630 -1.843  -1.50
C5 -1.171 -2.245 -3.742  1.07
C6 -1.461 -5.854 1.018  0.06
C7 7.620 0.244 -2.866  -1.21
C8 3.202 1.206 -1.373  -1.67
C9 -0.226 -3.946 -2.334  -1.49
C10 -2.589 -6.541 0.595  -0.99
C11 3.336 -2.390 2.313  -1.21
C12 -2.309 4.630 3.649  -0.79
C13 -3.399 -6.599 2.844  -0.86
C14 -1.994 -0.435 -5.089  -0.54
C15 -3.832 -2.843 2.503  -0.38
C16 4.110 -3.360 -0.283  -1.48
C17 -1.316 3.661 3.553  -0.43
C18 -3.373 -1.739 1.725  0.52
C19 -2.591 -2.067 0.593  -0.99
C20 -0.744 4.498 1.378  0.74
C21 -2.279 0.254 -3.885  -0.55
C22 -0.520 3.624 2.420  -0.53
C23 -2.527 5.517 2.605  -0.44
C24 -1.446 -1.681 -5.010  -0.80
C25 -4.472 -2.645 3.690  0.03
C26 0.478 -0.247 3.232  0.18
C27 -1.746 5.444 1.457  -0.55
C28 3.987 -0.373 0.455  -1.78
C29 1.128 1.991 -3.146  -1.75
C30 -4.809 -7.638 1.035  -1.49
C31 -0.206 -1.016 4.386  -0.58
C32 -4.347 -0.266 3.428  -0.88
C33 -2.290 -5.887 3.274  -0.81
C34 -3.843 -0.399 2.068  0.66
C35 -1.530 -1.487 -2.605  0.75
C36 5.466 1.379 -0.436  -2.18
C37 -1.308 -2.034 -1.300  -0.94
C38 -0.621 -3.216 -1.194  1.37
C39 1.873 -0.762 -3.389  -1.30
C40 -3.570 -6.923 1.502  1.23
C41 5.347 1.634 -4.087  -0.95
C42 0.236 -2.479 4.419  -0.76
C43 -1.322 -5.515 2.356  -0.45
H1 -1.178 2.927 4.335  0.43
H2 4.424 -2.338 2.408  0.62
H3 -1.292 -0.940 4.308  -0.08
H4 2.990 -3.388 2.573  0.40
H5 2.845 -1.633 2.927  -0.02
H6 -1.911 6.123 0.627  0.38
H7 -2.683 -3.123 0.303  0.56
H8 -5.115 -1.208 5.171  0.37
H9 4.908 -0.650 0.980  0.84
H10 8.053 -0.647 -2.412  0.31
H11 2.002 -1.783 -3.032  0.05
H12 -5.323 -8.119 1.868  0.37
H13 3.783 -4.311 0.138  0.47
H14 2.893 1.923 -0.605  -0.02
H15 5.946 1.857 -4.972  0.43
H16 -3.638 -3.848 2.144  0.25
H17 0.318 -4.875 -2.199  0.51
H18 4.297 1.692 -4.366  0.14
H19 -0.110 -2.983 5.322  0.36
H20 -0.339 -2.527 2.440  -0.72
H21 5.142 -3.173 0.027  0.36
H22 -0.228 -4.050 -4.471  0.34
H23 1.281 2.919 -2.607  0.40
H24 7.578 1.039 -2.124  0.34
H25 3.546 1.788 -2.229  0.57
H26 5.709 -1.219 -1.340  0.66
H27 -5.509 -6.935 0.578  0.29
H28 5.554 2.377 -3.317  0.26
H29 4.064 -3.426 -1.371  0.30
H30 5.103 2.020 0.370  0.30
H31 -2.197 0.037 -6.042  0.38
H32 1.821 1.907 -3.988  0.43
H33 4.158 -1.341 -2.118  -0.53
H34 -4.573 -8.400 0.290  0.37
H35 -4.514 0.751 3.762  0.41
H36 6.355 0.853 -0.078  0.54
H37 5.755 2.021 -1.273  0.29
H38 2.769 -0.445 -3.923  0.42
H39 8.259 0.555 -3.694  0.42
H40 -2.183 -5.611 4.315  0.45
H41 -0.359 -3.575 -0.209  0.65
H42 0.117 -0.557 5.325  0.44
H43 3.418 0.295 1.111  -0.34
H44 -3.315 6.258 2.679  0.35
H45 -4.160 -6.875 3.560  0.38
H46 0.099 1.973 -3.499  0.32
H47 1.327 -2.507 4.392  0.37
H48 -0.676 -5.591 0.327  0.68
H49 -2.927 4.674 4.538  0.37
H50 -2.683 1.262 -3.921  0.51
H51 2.350 1.500 3.481  0.35
H52 -2.699 -6.789 -0.455  0.39
H53 -1.187 -2.241 -5.902  0.39
H54 1.035 -0.738 -4.082  0.51

=====

# 4
ORCA calculation (wB97M-V/def2-TZVPD) on 4 unconnected molecules or ions with the total composition C43H54BIN4O5S.

**Kohn-Sham gap**: 7.235 eV
**Total charge**: 0
**Structure (SMILES)**: C#Cc1ccc2c(c1)Sc1cc(OC[C@H](C)CC(C)C)c(I)c(B(O)OC)c1N2CCCCCCOC(=O)C=C.c1cc[nH]c1.c1cc[nH]c1.c1cc[nH]c1
**HOMO energy**: -0.295 Eh

Each line ends with the Mulliken charge.
Geometry (Å):
I1 -4.004 -3.177 -1.899  0.00
S1 0.806 0.415 0.904  -0.58
O1 -4.001 -0.453 -0.388  -0.47
O2 -0.006 -4.878 -1.162  -0.60
O3 -1.176 -4.282 -3.107  -0.54
O4 4.723 3.618 -1.916  -0.27
O5 4.403 5.820 -1.569  -0.49
N1 0.009 3.040 3.113  0.21
N2 1.291 -2.319 -0.637  0.84
N3 1.185 -8.779 -2.867  0.01
N4 1.735 1.398 6.613  0.10
C1 -0.979 -3.272 -4.095  -0.65
C2 1.422 1.846 8.758  -0.47
C3 -7.575 2.507 -1.220  0.92
C4 -0.273 -8.881 -1.203  -0.29
C5 4.029 3.749 -3.180  -0.64
C6 3.017 0.013 -3.003  -0.88
C7 3.322 -2.713 0.589  -0.30
C8 1.877 -2.030 -1.964  -1.41
C9 1.668 -0.586 -2.501  0.01
C10 3.898 2.329 -3.736  -0.77
C11 0.012 4.271 2.516  -0.43
C12 -6.368 1.733 -0.666  -1.48
C13 2.219 -1.885 0.365  -0.49
C14 -1.712 -0.174 0.190  -0.37
C15 3.137 -0.373 2.026  -0.45
C16 -5.509 0.979 -1.700  1.11
C17 -8.077 3.431 -0.087  -1.79
C18 -0.039 -1.814 -0.499  -1.82
C19 -2.378 -2.118 -1.035  -1.44
C20 -0.412 -0.628 0.125  1.33
C21 -2.709 -0.922 -0.420  0.67
C22 6.289 5.519 0.662  -0.54
C23 4.244 -1.185 2.227  0.53
C24 5.044 4.823 -1.375  0.74
C25 5.276 -0.806 3.149  -0.99
C26 2.928 1.552 -2.833  -0.63
C27 6.290 4.869 -0.562  -0.50
C28 -4.096 0.768 -1.161  -0.87
C29 1.234 2.324 7.489  -0.47
C30 2.064 0.584 8.646  -0.50
C31 2.246 0.337 7.312  -0.42
C32 6.143 -0.175 3.682  -0.36
C33 -1.058 -2.580 -1.091  0.46
C34 1.712 -9.637 -1.940  -0.50
C35 2.156 -0.714 1.106  1.23
C36 -0.675 3.105 4.296  -0.75
C37 -0.024 -8.311 -2.422  -0.82
C38 0.830 -9.723 -0.896  -0.44
C39 -1.109 4.393 4.462  -0.52
C40 -8.677 1.518 -1.684  -1.35
C41 4.304 -2.378 1.496  -0.91
C42 -0.673 5.134 3.330  -0.67
C43 -5.353 1.739 -3.030  -1.89
B1 -0.756 -3.959 -1.829  1.30
H1 -0.793 2.231 4.915  0.60
H2 4.863 1.819 -3.690  0.33
H3 -1.983 0.743 0.697  0.72
H4 2.946 -2.232 -1.981  1.01
H5 0.443 2.213 2.740  0.13
H6 5.174 -3.002 1.658  0.46
H7 3.075 0.556 2.583  0.44
H8 -0.599 -7.616 -3.012  0.64
H9 3.476 2.359 -4.741  0.39
H10 -7.231 4.032 0.253  0.42
H11 0.790 3.238 7.132  0.39
H12 -5.742 2.456 -0.130  0.41
H13 -8.936 1.668 -2.733  0.27
H14 3.050 1.759 -1.769  0.44
H15 1.617 -8.532 -3.737  0.21
H16 1.300 0.114 -1.756  0.14
H17 -7.324 3.170 -2.050  0.42
H18 3.821 -0.320 -2.338  0.49
H19 3.020 4.093 -2.944  0.27
H20 2.665 -10.111 -2.104  0.39
H21 -4.826 2.689 -2.890  0.33
H22 -9.567 1.589 -1.059  0.45
H23 1.131 2.346 9.667  0.40
H24 2.692 -0.500 6.800  0.39
H25 -6.748 1.039 0.091  0.32
H26 -1.677 4.764 5.300  0.43
H27 5.830 5.078 1.545  0.26
H28 4.534 4.430 -3.864  0.49
H29 0.326 -5.539 -1.783  0.24
H30 3.223 -0.267 -4.037  0.32
H31 -1.528 -3.590 -4.984  0.28
H32 1.896 1.810 -3.101  0.33
H33 3.448 -3.638 0.039  0.58
H34 1.033 -0.632 -3.389  0.30
H35 -5.948 0.013 -1.959  0.20
H36 -0.843 6.180 3.136  0.40
H37 -8.379 2.798 0.752  0.38
H38 7.197 4.407 -0.950  0.33
H39 -8.897 4.067 -0.421  0.43
H40 0.500 4.426 1.569  0.50
H41 0.960 -10.322 -0.011  0.39
H42 -1.147 -8.712 -0.597  0.40
H43 2.359 -0.067 9.452  0.39
H44 -1.406 -2.309 -3.800  0.25
H45 6.784 6.488 0.736  0.25
H46 -3.431 0.638 -2.024  0.40
H47 0.071 -3.187 -4.386  0.32
H48 1.727 1.484 5.614  0.20
H49 -6.325 1.974 -3.464  0.43
H50 1.451 -2.716 -2.705  -0.11
H51 -3.732 1.643 -0.613  0.20
H52 6.869 0.283 4.311  0.45
H53 -4.802 1.129 -3.747  0.48
H54 -8.280 0.503 -1.599  0.30